# 1
{
  "formula": "C44H53F6N7O7PS3Ti",
  "method": "ωB97M-V/def2-TZVPD",
  "de_lowest_kj_mol": 186.5,
  "e_homo_ev": -10.108,
  "charge": 1,
  "symbols": ["Ti", "S", "S", "S", "P", "F", "F", "F", "F", "F", "F", "O", "O", "O", "O", "O", "O", "O", "N", "N", "N", "N", "N", "N", "N", "C", "C", "C", "C", "C", "C", "C", "C", "C", "C", "C", "C", "C", "C", "C", "C", "C", "C", "C", "C", "C", "C", "C", "C", "C", "C", "C", "C", "C", "C", "C", "C", "C", "C", "C", "C", "C", "C", "C", "C", "C", "C", "C", "C", "H", "H", "H", "H", "H", "H", "H", "H", "H", "H", "H", "H", "H", "H", "H", "H", "H", "H", "H", "H", "H", "H", "H", "H", "H", "H", "H", "H", "H", "H", "H", "H", "H", "H", "H", "H", "H", "H", "H", "H", "H", "H", "H", "H", "H", "H", "H", "H", "H", "H", "H", "H", "H"],
  "coordinates": [[-0.99934, -0.13568, -0.37749], [-0.84220, 2.57089, -0.10146], [-2.23522, -3.69010, -0.84186], [-3.27104, -1.62532, 0.53603], [0.27408, 0.17658, 3.37586], [-5.43424, -3.11901, 0.42687], [-0.80733, -5.39559, 0.51594], [-2.88811, -5.95476, 0.28860], [-5.77766, -1.11517, 1.15286], [-5.45133, -1.46744, -0.96227], [-1.53942, -6.08986, -1.40329], [-2.80319, -0.98330, -0.74132], [0.11646, 1.43602, 0.16425], [-3.30438, -3.80406, -1.81466], [-3.08401, -0.82669, 1.69566], [-0.37973, -1.38454, 0.89357], [-1.04297, 3.47086, 0.98294], [-1.00539, -3.13199, -1.35609], [-2.72856, -3.09797, 0.57020], [-3.51165, 3.46516, -0.66672], [-2.09618, 1.62485, -0.45182], [1.77577, 5.66092, -4.38505], [1.87265, -1.23184, 0.78323], [-4.38786, 1.31465, -0.19734], [-3.14057, -1.41017, -3.39091], [4.70167, 0.49174, -0.89306], [-2.25485, -2.15043, -4.32857], [3.57366, -2.01529, 4.58379], [3.95911, -2.69801, 3.43412], [0.35788, 1.17659, -4.91257], [-5.12026, -1.84759, 0.27184], [-1.84566, -5.40665, -0.30797], [-0.43873, 2.41578, 4.72940], [3.31321, -2.45525, 2.24011], [2.96964, -0.95821, -0.13224], [-0.25086, 4.91408, -3.32102], [3.18695, -1.82271, -1.19830], [5.96400, 0.04158, -3.02224], [-2.87459, 0.08396, -3.32450], [4.93465, -0.33286, -1.99102], [1.77464, -0.91724, 3.30646], [0.75393, 1.45835, 4.61876], [3.72881, 0.20020, 0.05193], [-5.83954, 3.20311, -0.27604], [-0.69891, -0.99460, 5.86428], [4.32662, -2.17584, 5.87440], [1.25489, 3.40269, -1.54710], [-1.41503, 0.41930, -3.44884], [4.17953, -1.48929, -2.11683], [0.68337, -1.09046, 0.24738], [-0.50292, 0.12448, -2.42243], [1.27956, 0.82240, -3.94390], [2.48166, -1.16486, 4.48858], [1.14689, 4.93182, -3.40852], [-3.39041, 2.16199, -0.43202], [-0.98867, 0.94997, -4.66222], [-0.88981, 4.17184, -2.35109], [-0.91713, -2.36733, 3.79233], [2.25437, -1.55425, 2.15636], [1.88885, 4.15682, -2.50926], [-0.13744, 3.40645, -1.46663], [2.38644, -3.08449, -1.37837], [-5.60359, 1.85037, -0.11691], [-4.73349, 3.97759, -0.57685], [0.84680, 0.31339, -2.72385], [-0.89138, -0.94288, 4.34969], [2.00217, 2.21681, 4.17278], [-4.57184, -1.66491, -3.69697], [3.49254, 1.13192, 1.20860], [-3.30492, 0.40011, -2.37551], [-1.22983, -2.08434, -3.97656], [4.77608, -3.40833, 3.46673], [1.59825, 0.07358, -1.98703], [1.25235, 6.36921, -4.86797], [3.76387, -1.77453, 6.71589], [3.64658, -2.96413, 1.34448], [1.38008, -2.87128, -1.74262], [2.97049, 4.15228, -2.56932], [-0.28507, 3.12453, 5.54556], [2.87579, 1.56898, 4.09453], [-4.77813, -2.72208, -3.55005], [-2.57977, -3.18760, -4.34350], [-4.76277, -1.38175, -4.72956], [3.82005, 0.68377, 2.14919], [0.01872, -2.88782, 4.00959], [0.28679, -1.37189, 6.13920], [-0.55521, 2.98292, 3.80309], [-3.44125, 0.53699, -4.13713], [4.54468, -3.22501, 6.07501], [-5.18745, -1.07489, -3.02260], [1.83561, 2.68967, 3.20084], [2.23284, 3.00861, 4.88897], [-0.83427, 5.51072, -4.01164], [-2.97283, -1.80715, -2.45690], [0.67414, 1.60955, -5.85252], [-1.72263, 1.19439, -5.42323], [-0.85193, -0.02840, 6.34391], [-1.72588, -2.92623, 4.26859], [-1.96614, 4.19065, -2.26357], [2.43268, 1.36906, 1.31770], [6.17042, -0.78867, -3.69579], [-1.08359, -2.39543, 2.71785], [-1.43302, -1.68426, 6.28801], [-6.82821, 3.62647, -0.18660], [-1.87028, -0.49443, 4.15390], [5.28090, -1.64774, 5.82721], [5.61434, 0.88227, -3.62568], [2.34110, 0.94577, -4.12191], [4.04812, 2.05789, 1.06630], [5.29783, 1.38935, -0.76597], [-1.37601, 1.88680, 4.91637], [1.83703, 2.80514, -0.85761], [0.92992, 1.01478, 5.59999], [2.17442, -0.64548, 5.38703], [-2.34133, -1.70888, -5.31894], [2.87664, -3.73837, -2.09761], [4.36131, -2.15535, -2.95289], [-6.41426, 1.16007, 0.08840], [2.76040, 5.83674, -4.29321], [6.90056, 0.34461, -2.55391], [2.27813, -3.62851, -0.43776], [-4.82068, 5.04114, -0.76797]],
  "atomic_forces_ev_per_a": [[0.61, 1.27, -1.41], [0.01, 0.34, 0.29], [-0.09, -0.30, -0.15], [-0.44, -1.27, -0.29], [0.02, -0.27, -0.23], [-0.02, 0.07, 0.02], [-0.02, -0.01, -0.01], [-0.04, -0.04, -0.01], [-0.02, 0.00, -0.03], [-0.05, -0.03, 0.20], [0.02, -0.03, 0.00], [-0.10, -0.33, 0.71], [-0.03, 0.16, -0.08], [0.05, 0.14, 0.34], [0.08, -0.32, 0.09], [-0.04, -0.38, 0.38], [0.02, -0.04, 0.01], [-0.27, 0.04, 0.33], [0.11, 0.68, -0.20], [0.01, 0.03, -0.02], [-0.13, 0.48, 0.20], [-0.02, -0.08, -0.02], [0.29, 0.24, -0.54], [-0.05, -0.05, 0.07], [-0.01, -0.02, -0.19], [0.04, -0.01, 0.00], [-0.03, -0.02, -0.10], [-0.01, -0.01, -0.04], [-0.03, 0.02, 0.05], [-0.04, -0.03, 0.08], [-0.01, 0.15, 0.12], [0.09, 0.04, 0.14], [0.02, 0.00, 0.00], [-0.03, -0.10, -0.03], [-0.05, 0.25, 0.10], [-0.03, 0.04, 0.01], [0.06, -0.13, 0.00], [0.00, -0.02, 0.02], [-0.02, 0.02, 0.03], [-0.02, 0.01, 0.00], [0.00, 0.01, 0.09], [-0.03, 0.10, -0.04], [-0.04, 0.09, -0.05], [0.00, 0.01, 0.00], [-0.06, 0.00, -0.01], [-0.01, -0.03, -0.01], [-0.05, -0.03, 0.00], [-0.19, -0.17, 0.00], [-0.01, 0.02, -0.03], [0.11, -0.19, 1.06], [0.21, -0.31, -0.06], [-0.04, 0.00, -0.01], [-0.03, -0.03, 0.03], [0.02, 0.00, -0.06], [0.11, -0.09, -0.04], [0.01, 0.05, -0.01], [-0.01, -0.06, 0.01], [-0.04, 0.00, -0.07], [0.00, -0.26, -0.11], [0.02, 0.00, 0.05], [0.09, 0.00, -0.01], [0.00, 0.06, 0.02], [-0.01, -0.02, -0.02], [0.00, 0.01, -0.01], [0.10, -0.03, 0.02], [0.00, 0.07, 0.05], [-0.05, 0.05, 0.04], [-0.08, 0.02, -0.06], [0.01, -0.09, -0.05], [-0.04, 0.05, -0.15], [-0.01, 0.00, 0.00], [0.02, 0.02, 0.00], [0.06, 0.02, 0.06], [0.01, 0.02, 0.01], [-0.01, 0.00, 0.00], [0.02, 0.06, -0.01], [-0.01, -0.01, -0.01], [0.00, 0.00, 0.00], [0.01, 0.00, -0.01], [-0.02, 0.01, 0.02], [0.03, 0.03, 0.01], [0.01, 0.02, 0.03], [0.03, 0.02, -0.02], [0.00, 0.00, -0.03], [0.00, 0.00, 0.00], [0.00, -0.01, 0.00], [-0.03, -0.03, 0.00], [0.00, -0.06, -0.05], [-0.01, 0.00, 0.01], [0.09, 0.00, -0.22], [0.00, -0.01, 0.02], [0.00, 0.01, -0.01], [-0.01, -0.02, -0.01], [-0.01, 0.21, -0.34], [0.00, -0.03, -0.01], [0.00, -0.02, 0.00], [0.04, 0.02, 0.00], [0.02, 0.00, 0.03], [0.00, 0.01, 0.00], [-0.01, -0.02, 0.00], [0.01, 0.00, 0.00], [0.04, -0.03, 0.14], [0.01, 0.01, 0.01], [0.00, -0.01, -0.01], [-0.01, 0.00, -0.03], [0.00, 0.00, 0.01], [0.01, 0.00, 0.00], [-0.01, 0.03, 0.01], [-0.01, 0.02, 0.01], [-0.01, 0.01, -0.01], [0.01, 0.02, 0.03], [0.01, 0.00, -0.02], [0.06, -0.04, -0.01], [-0.01, 0.00, -0.01], [-0.01, 0.02, -0.01], [-0.01, -0.01, 0.00], [-0.01, 0.00, 0.00], [-0.01, 0.02, -0.01], [0.00, 0.02, 0.01], [0.00, 0.00, 0.00], [-0.03, 0.00, -0.02], [0.00, 0.01, 0.04]]
}

---

# 2
{
  "formula": "C44H55BF3N2",
  "method": "ωB97M-V/def2-TZVPD",
  "e_homo_ev": -10.347,
  "charge": 1,
  "symbols": ["F", "F", "F", "N", "N", "C", "C", "C", "C", "C", "C", "C", "C", "C", "C", "C", "C", "C", "C", "C", "C", "C", "C", "C", "C", "C", "C", "C", "C", "C", "C", "C", "C", "C", "C", "C", "C", "C", "C", "C", "C", "C", "C", "C", "C", "C", "C", "C", "C", "B", "H", "H", "H", "H", "H", "H", "H", "H", "H", "H", "H", "H", "H", "H", "H", "H", "H", "H", "H", "H", "H", "H", "H", "H", "H", "H", "H", "H", "H", "H", "H", "H", "H", "H", "H", "H", "H", "H", "H", "H", "H", "H", "H", "H", "H", "H", "H", "H", "H", "H", "H", "H", "H", "H", "H"],
  "coordinates": [[5.14456, -5.03210, -3.95607], [0.93478, -4.96052, -8.13082], [3.54446, -7.47028, -0.22395], [0.10333, 1.29790, 0.16367], [-0.68444, 2.39962, 1.98676], [1.17735, 3.72037, 4.09076], [-1.16074, -4.21817, -4.64806], [-4.52103, 1.07771, 3.02230], [3.89402, -0.73724, -0.24832], [0.66373, -5.29076, -5.80550], [-0.76293, 3.37668, 5.62497], [-0.17680, -0.89530, -2.88784], [0.70889, -1.90532, -2.58391], [-3.73909, 2.36707, 2.69272], [-1.53717, -3.61140, -5.81878], [0.39121, -5.62340, -3.36298], [1.48532, -1.80298, -1.45452], [-2.28193, 1.78488, -1.44658], [1.16321, 5.14177, 3.50308], [2.00383, -6.62175, -1.81015], [2.52080, -0.66424, 0.45476], [-0.58906, 2.45191, -3.19449], [-1.17602, 2.75279, 3.31918], [-0.02234, -5.04659, -4.59841], [3.29394, -6.77582, -1.35625], [-0.36929, 0.20237, -2.05418], [1.96402, 2.77068, 3.18716], [-0.83012, -3.84638, -6.98412], [4.34564, -6.22714, -2.06718], [2.82756, -5.40159, -3.71271], [-1.36338, 1.28229, -2.56109], [-4.69268, 3.57286, 2.84046], [4.11374, -5.54779, -3.25200], [-2.93650, 2.66267, 4.98911], [-0.22091, 3.33221, 1.05269], [2.39334, -1.85432, 1.42551], [1.97674, 3.77806, 5.41663], [-2.30872, 0.71285, -3.64734], [2.50681, 0.61282, 1.27798], [-2.55073, 2.54982, 3.66100], [-0.49528, 1.15508, 1.40637], [-2.05877, 3.06470, 5.96702], [0.39755, 0.28095, -0.84611], [0.26873, -4.69684, -6.98013], [-3.31608, 2.29636, 1.23585], [-0.27983, 3.23764, 4.32705], [1.73013, -5.91010, -2.99227], [0.32499, 2.66915, 0.00151], [1.40099, -0.70998, -0.60555], [-0.82939, -0.21558, 2.03541], [-5.11131, 3.62601, 3.84501], [-1.71231, 2.29494, -0.67953], [1.42732, -1.85525, 1.92928], [1.95471, 1.76596, 3.61125], [1.92184, 2.82440, 5.94560], [-3.95810, 2.45787, 5.25783], [-3.02072, 2.49568, -1.82181], [-2.73280, 1.39410, 1.06908], [0.69509, 5.18020, 2.52603], [-0.36225, -5.74632, -2.60683], [0.87420, 3.09785, -0.81778], [-0.33231, 4.39574, 1.16048], [-2.72753, 3.17324, 0.97158], [-1.27050, 3.18842, -3.61936], [1.48034, -5.99010, -5.83759], [-0.11251, 3.73362, 6.40351], [-2.81852, 0.94673, -1.00076], [-0.73643, -0.98147, -3.80268], [-3.08587, 1.43605, -3.89764], [-0.64003, -1.09392, 1.27152], [3.02935, 3.98595, 5.22123], [-4.17346, 4.51095, 2.64226], [2.50924, 1.48873, 0.63078], [-2.38078, -2.93846, -5.82764], [4.70042, -0.65286, 0.47848], [-4.18275, 2.25709, 0.57469], [-1.09810, -3.34862, -7.89798], [0.03594, 2.97145, -2.47686], [-1.76986, 0.49639, -4.57023], [1.61517, 4.57473, 6.06745], [1.20047, -7.05343, -1.24560], [4.02983, -1.68247, -0.77151], [3.37669, 0.66959, 1.93394], [0.05987, 2.08932, -3.99048], [-3.86813, 0.20661, 3.04995], [0.61065, 5.81541, 4.15626], [3.16740, -1.80183, 2.19258], [4.00912, 0.06930, -0.97248], [-2.80316, -0.19452, -3.29425], [2.19746, -2.58073, -1.23984], [0.80799, -2.76221, -3.23011], [3.00558, 3.08215, 3.08622], [-2.39266, 3.15399, 6.98905], [2.67329, -4.83262, -4.61052], [1.61994, 0.62048, 1.90552], [-1.95034, -0.29013, 2.36806], [-0.17333, -0.41003, 2.99650], [2.17457, 5.53026, 3.39158], [5.34485, -6.26619, -1.67493], [-5.52636, 3.49292, 2.14317], [-1.69388, -4.01833, -3.73472], [1.54259, 2.74811, 2.18943], [-5.02355, 1.14883, 3.98632], [-5.28722, 0.89597, 2.26750], [2.50443, -2.80518, 0.90634]],
  "atomic_forces_ev_per_a": [[-0.81, -0.39, 0.68], [-0.57, 0.25, 0.99], [-0.23, 0.67, -0.96], [-0.35, 1.62, 1.14], [0.87, -0.23, -2.07], [0.45, -0.19, 0.17], [-0.04, -0.26, 0.57], [0.09, 0.05, 0.14], [-0.26, -0.08, -0.15], [0.52, -0.25, -0.38], [-0.04, 0.07, -0.16], [0.11, -0.02, 0.00], [0.00, 0.06, 0.33], [-0.20, -0.36, -0.27], [-0.07, 0.17, 0.07], [0.64, 0.61, -0.64], [-0.18, 0.03, -0.32], [0.22, -0.04, -0.06], [-0.15, -0.06, 0.11], [-0.31, -0.22, 0.61], [0.12, 0.00, 0.46], [0.08, -0.18, 0.00], [-0.62, -0.41, 0.93], [-0.13, -0.28, -0.21], [-0.20, -0.37, 0.15], [-0.07, 0.61, 0.45], [-0.18, 0.14, 0.02], [0.38, 0.11, -0.41], [0.68, 0.23, 0.20], [0.25, 0.52, -0.65], [-0.49, 0.02, -0.07], [0.20, -0.07, 0.23], [-0.13, -0.06, -0.30], [0.26, 0.14, 0.13], [0.23, -0.42, -0.48], [-0.12, 0.03, -0.05], [-0.27, 0.07, -0.10], [0.28, 0.00, 0.07], [-0.05, -0.27, 0.03], [0.35, 0.14, -0.77], [0.09, 0.05, 0.09], [-0.14, -0.18, -0.05], [0.11, -1.01, -0.12], [0.08, -0.21, -0.12], [-0.13, -0.10, 0.18], [0.23, -0.06, -0.61], [0.35, -0.22, 0.05], [-0.24, 0.43, 0.33], [-0.05, 0.84, 0.36], [-0.26, -0.65, 0.10], [0.00, 0.06, 0.00], [-0.43, -0.06, -0.21], [-0.01, 0.08, -0.06], [-0.04, 0.03, -0.02], [-0.01, 0.06, 0.03], [-0.16, 0.01, 0.00], [0.04, -0.05, -0.18], [-0.24, 0.15, -0.03], [0.01, 0.03, -0.01], [-0.29, -0.08, 0.32], [-0.14, -0.16, -0.02], [0.08, -0.10, 0.19], [-0.13, 0.01, -0.15], [-0.13, -0.04, -0.02], [0.12, -0.18, -0.06], [0.05, 0.02, -0.01], [0.03, 0.02, 0.00], [-0.07, 0.07, -0.05], [0.10, 0.10, 0.12], [0.24, -0.43, -0.67], [-0.05, 0.02, -0.19], [0.05, 0.05, -0.02], [0.13, 0.07, 0.10], [-0.06, 0.02, -0.04], [-0.05, 0.03, 0.14], [-0.13, 0.05, 0.13], [-0.16, 0.02, -0.30], [-0.03, 0.00, -0.04], [-0.06, -0.04, -0.08], [0.06, -0.05, 0.07], [-0.28, -0.11, 0.26], [0.05, -0.04, -0.08], [0.06, -0.13, -0.09], [0.04, -0.02, -0.11], [0.06, 0.05, -0.04], [-0.02, 0.07, 0.07], [0.09, 0.05, -0.05], [-0.01, 0.06, -0.05], [-0.01, 0.00, -0.03], [0.18, -0.09, 0.08], [0.04, -0.11, -0.20], [0.00, 0.13, 0.14], [0.00, 0.01, 0.13], [0.06, 0.25, -0.06], [0.37, -0.01, -0.03], [-0.89, 0.21, 0.29], [0.59, 0.13, 0.73], [0.13, -0.06, 0.06], [0.33, -0.20, 0.10], [0.01, -0.11, -0.09], [-0.19, 0.05, 0.18], [0.38, -0.09, 0.26], [-0.04, 0.00, 0.03], [-0.04, 0.10, -0.05], [0.05, -0.12, -0.05]]
}